Entry 1:
Molecular formula: C4H8NS
Method: DFT, ωB97M-V with the def2-TZVPD basis set

```
14
Properties=species:S:1:pos:R:3
S -0.89 -0.82 0.52
N -2.00 1.17 0.31
C 1.80 0.41 0.78
C 0.93 -0.41 -0.03
C -0.46 -1.71 -0.79
C 0.91 -1.20 -1.10
H -2.22 1.42 -0.70
H -2.88 0.79 0.73
H 1.55 -1.39 -1.93
H 2.76 0.10 1.07
H 1.97 1.27 0.04
H -1.58 2.05 0.74
H -1.10 -2.41 -1.30
H 1.24 0.74 1.66
```

Properties
Charge: +1
Frontier orbital gap (alpha / beta): 0.2704 / 0.2703 Eh
Energy above the lowest of the compared OMol25 structures with the same formula, charge and spin: 3.158 eV
LUMO level (alpha / beta): -5.46 / -5.46 eV
Highest occupied orbital energy (alpha / beta): -12.81 / -12.81 eV

Here are the Löwdin charges for atoms 1 to 5, given in e:
1 S 1.12
2 N -0.10
3 C -0.05
4 C -0.37
5 C -0.32

***

Entry 2:
Molecular formula: C2H5S
Method: DFT, ωB97M-V with the def2-TZVPD basis set

```
8
Properties=species:S:1:pos:R:3
S -1.37 2.61 3.35
C 0.09 -1.28 -1.23
C 1.09 -0.59 -0.73
H -0.22 -2.20 -0.76
H -0.58 -1.00 -2.04
H 1.50 0.36 -1.11
H 1.68 -0.94 0.11
H -2.20 3.04 2.40
```

Properties
Charge: 0
Spin multiplicity: 2
Frontier orbital gap (alpha / beta): 0.4111 / 0.2642 Eh
Energy above the lowest of the compared OMol25 structures with the same formula, charge and spin: 1.217 eV
LUMO level (alpha / beta): 1.05 / -2.49 eV
Highest occupied orbital energy (alpha / beta): -10.14 / -9.68 eV
⟨S²⟩: 0.753

Here are the Löwdin charges for atoms 1 to 5, given in e:
1 S 0.31
2 C -0.09
3 C -0.09
4 H 0.04
5 H 0.05

***

Entry 3:
Molecular formula: CH27O16
Method: DFT, ωB97M-V with the def2-TZVPD basis set

```
44
Properties=species:S:1:pos:R:3
O 13.96 1.46 -28.48
O 15.00 3.90 -30.46
O 13.86 6.05 -31.21
O 12.46 3.67 -29.98
O 17.53 0.12 -28.26
O 19.75 2.60 -29.52
O 18.68 2.58 -27.13
O 17.21 3.98 -30.74
O 16.32 2.62 -29.30
O 13.80 2.68 -32.41
O 15.45 3.61 -27.00
O 15.56 0.81 -31.16
O 13.70 5.33 -28.08
O 18.28 0.26 -30.79
O 17.40 7.00 -31.00
O 18.04 5.09 -27.84
C 16.10 3.52 -30.16
H 13.01 2.33 -31.93
H 17.94 3.46 -30.34
H 18.48 3.56 -27.20
H 14.49 2.00 -29.04
H 14.36 4.78 -27.62
H 13.18 3.94 -30.54
H 17.44 0.53 -31.19
H 12.63 4.08 -29.14
H 19.40 2.78 -28.64
H 15.91 1.32 -30.40
H 17.98 2.10 -27.62
H 13.07 5.95 -30.67
H 17.17 6.08 -31.01
H 16.71 -0.39 -28.16
H 14.27 5.90 -28.56
H 14.47 5.32 -30.90
H 18.72 1.09 -30.63
H 17.19 5.27 -28.19
H 18.29 7.06 -30.73
H 15.30 1.56 -31.65
H 17.99 5.44 -26.91
H 17.83 0.04 -29.12
H 15.38 2.90 -26.35
H 20.50 1.99 -29.35
H 13.61 2.11 -27.82
H 15.63 3.12 -27.83
H 14.35 3.25 -31.78
```

Properties
Charge: -1
Frontier orbital gap: 0.3631 Eh
Energy above the lowest of the compared OMol25 structures with the same formula, charge and spin: 0.052 eV
LUMO level: 2.40 eV
Highest occupied orbital energy: -7.48 eV

Here are the Löwdin charges for atoms 1 to 5, given in e:
1 O -0.05
2 O -0.01
3 O -0.09
4 O -0.06
5 O -0.03

***

Entry 4:
Molecular formula: C56H60AuGeO4P2
Method: DFT, ωB97M-V with the def2-TZVPD basis set

```
124
Properties=species:S:1:pos:R:3
Au 0.22 0.82 1.25
Ge -2.12 1.15 0.21
P 0.99 2.57 0.05
P 1.84 -2.67 0.27
O 0.07 -0.50 2.87
O 1.58 -0.97 7.28
O 1.91 -1.26 1.06
O 1.41 0.00 -1.63
C 0.42 4.23 0.48
C 1.37 5.26 0.37
C 0.65 -3.60 -1.84
C 3.74 2.43 -0.40
C 1.09 -2.37 -1.32
C 0.73 -0.87 5.05
C 5.32 -3.97 -1.32
C -4.52 -0.32 -3.67
C 0.92 1.04 -3.77
C -4.50 0.98 1.87
C -0.88 4.54 0.85
C 0.27 -3.73 -3.15
C 0.62 2.20 -4.48
C -1.24 5.86 1.11
C 5.38 2.84 1.31
C -3.32 0.02 -2.79
C 1.20 -0.27 -4.47
C -5.32 2.38 -0.09
C 1.02 -0.70 3.69
C 0.89 2.35 -1.73
C 0.85 -1.40 -3.52
C 4.11 -3.91 1.19
C 0.44 -0.38 -5.80
C -0.36 -3.33 1.80
C 0.84 -3.79 1.24
C 1.06 1.12 -2.39
C 4.38 2.93 2.27
C 0.37 -6.01 2.05
C 5.37 -4.45 1.05
C -2.05 -0.61 -0.64
C 1.11 -1.25 -2.16
C 2.45 -0.69 3.27
C -3.31 -0.82 -1.52
C 0.26 -1.23 7.81
C 5.07 2.58 -0.02
C -5.49 2.04 1.38
C -3.04 1.48 1.90
C 3.05 2.78 1.90
C 3.45 -3.38 0.07
C -0.30 6.87 1.00
C 2.86 -0.87 2.00
C -1.17 -4.21 2.49
C 4.22 -0.60 1.44
C 0.40 -2.63 -3.99
C 4.06 -3.42 -1.18
C 2.71 -0.36 -4.76
C 5.98 -4.49 -0.20
C 0.61 3.49 -2.48
C 1.19 -5.14 1.36
C 1.01 6.57 0.63
C 1.75 -0.85 5.99
C -0.81 -5.55 2.62
C 3.13 -0.64 5.61
C 2.73 2.54 0.56
C 0.47 3.42 -3.85
C 3.45 -0.54 4.31
H 3.29 -0.28 -3.84
H -2.39 -0.16 -3.34
H 0.64 -7.05 2.14
H 2.27 2.89 2.64
H 4.49 -0.43 4.03
H -0.17 -2.11 7.34
H 1.74 7.36 0.54
H 5.88 -4.86 1.91
H -0.31 -0.92 5.33
H 0.74 0.41 -6.48
H -3.34 -1.88 -1.79
H 2.10 -5.51 0.91
H 0.62 -4.48 -1.20
H 3.02 0.45 -5.42
H -4.60 0.09 1.25
H -0.58 7.89 1.21
H -5.52 1.51 -0.73
H 4.75 0.12 2.05
H -5.45 -0.14 -3.15
H 0.41 -1.41 8.87
H -0.37 -0.36 7.67
H 0.68 -1.31 -6.31
H 5.85 2.53 -0.76
H -4.31 2.74 -0.32
H -3.00 2.56 2.09
H -4.50 -1.37 -3.97
H -5.39 2.94 2.00
H 3.86 -0.59 6.40
H 4.82 -1.51 1.36
H -2.25 6.09 1.40
H -4.52 0.28 -4.58
H -2.05 2.28 -0.82
H 6.96 -4.93 -0.31
H 0.16 -2.74 -5.03
H -1.16 -0.66 -1.27
H 2.95 -1.31 -5.24
H 3.49 2.27 -1.44
H 4.63 3.13 3.30
H -0.09 -4.67 -3.53
H 5.79 -4.01 -2.29
H 2.39 5.04 0.08
H 0.26 4.31 -4.42
H 3.64 -3.89 2.17
H -1.45 -6.23 3.17
H 0.52 2.15 -5.55
H -0.64 -2.30 1.71
H -6.00 3.17 -0.40
H -1.63 3.77 0.94
H -0.64 -0.33 -5.66
H -6.50 1.67 1.55
H -2.09 -3.85 2.94
H -3.34 1.09 -2.55
H -2.48 0.98 2.69
H -4.76 0.67 2.88
H 3.55 -3.03 -2.05
H -4.22 -0.64 -0.94
H 6.42 2.98 1.60
H -1.98 -1.40 0.11
H 4.10 -0.19 0.44
H 0.47 4.44 -1.98
```

Properties
Charge: +3
Frontier orbital gap: 0.2738 Eh
Energy above the lowest of the compared OMol25 structures with the same formula, charge and spin: 0.070 eV
LUMO level: -8.24 eV
Highest occupied orbital energy: -15.69 eV

Here are the Löwdin charges for atoms 1 to 5, given in e:
1 Au 0.87
2 Ge 0.96
3 P 0.95
4 P 1.07
5 O -0.20

***

Entry 5:
Molecular formula: C16H47F3O8PS
Method: DFT, ωB97M-V with the def2-TZVPD basis set

```
76
Properties=species:S:1:pos:R:3
S 0.96 1.52 0.63
P 0.33 -0.03 2.12
F 2.75 2.69 2.19
F 3.20 2.63 0.08
F 3.35 0.83 1.27
O -2.10 1.00 -0.31
O -0.26 -1.11 1.11
O -5.06 4.25 -1.10
O 4.59 4.00 -3.76
O 2.03 -4.56 3.67
O -1.71 -7.12 3.26
O -0.90 3.20 -4.47
O -1.51 -3.00 3.19
C 2.71 1.96 1.10
C -2.15 -3.53 2.02
C 5.20 5.82 -2.25
C -4.06 5.46 -2.95
C 4.52 5.41 -3.53
C -0.45 -6.79 2.68
C -4.87 5.54 -1.67
C -3.08 0.84 -2.55
C -1.81 0.89 -1.72
C 0.04 2.18 -4.80
C -3.65 -3.35 2.05
C 3.27 -4.26 3.03
C -1.14 0.82 2.70
C 4.41 -5.12 3.55
C 0.69 -7.63 3.23
C 1.23 2.18 -3.86
H 5.34 -4.89 3.03
H 3.50 -3.20 3.16
H 4.56 -4.94 4.62
H 3.47 5.73 -3.53
H -1.60 0.16 3.43
H 4.16 3.56 -3.02
H -0.24 -5.73 2.85
H -1.20 0.01 -1.90
H -4.11 -3.73 1.13
H -3.92 6.44 -3.41
H -1.89 -4.59 1.90
H -4.19 3.89 -0.91
H 1.93 1.38 -4.10
H 1.77 3.13 -3.91
H -1.64 -6.99 4.21
H -3.07 5.04 -2.75
H -2.64 0.24 -0.08
H 5.16 6.90 -2.11
H -0.50 1.24 -4.73
H 2.13 -4.40 4.61
H 6.25 5.52 -2.26
H -0.45 4.05 -4.55
H 3.10 -4.45 1.97
H 4.18 -6.17 3.41
H 1.64 -7.37 2.76
H -1.81 1.06 1.88
H -3.67 -0.04 -2.28
H -4.55 4.81 -3.67
H 5.00 5.87 -4.39
H -0.81 1.75 3.16
H -1.85 -3.47 3.95
H -3.69 1.72 -2.37
H -0.56 -6.95 1.60
H 0.14 -1.98 1.29
H -4.38 6.20 -0.95
H 0.30 2.64 0.94
H -1.22 1.78 -1.98
H -1.72 -2.99 1.18
H 4.73 5.35 -1.38
H -5.87 5.94 -1.87
H 0.89 2.05 -2.83
H 0.49 -8.69 3.06
H 0.79 -7.47 4.31
H 0.37 2.30 -5.83
H -4.08 -3.89 2.89
H -3.91 -2.29 2.16
H -2.85 0.79 -3.61
```

Properties
Charge: +1
Frontier orbital gap: 0.3111 Eh
Energy above the lowest of the compared OMol25 structures with the same formula, charge and spin: 0.000 eV
LUMO level: -3.62 eV
Highest occupied orbital energy: -12.09 eV

Here are the Löwdin charges for atoms 1 to 5, given in e:
1 S 0.99
2 P 0.78
3 F 0.16
4 F 0.14
5 F 0.15

***

Entry 6:
Molecular formula: C2H9NO
Method: DFT, ωB97M-V with the def2-TZVPD basis set

```
13
Properties=species:S:1:pos:R:3
O 2.01 0.30 0.35
N -1.34 -1.15 1.10
C -1.98 -0.34 0.11
C 1.74 0.80 -1.02
H 2.88 -0.32 0.34
H 1.44 0.12 -1.67
H -1.41 -0.71 -0.77
H -3.04 -0.76 0.02
H -0.26 -0.90 1.15
H -1.71 -0.60 1.95
H -2.00 0.64 0.45
H 1.06 1.63 -0.63
H 2.60 1.29 -1.38
```

Properties
Charge: 0
SMILES: CN.CO
Frontier orbital gap: 0.3688 Eh
Energy above the lowest of the compared OMol25 structures with the same formula, charge and spin: 2.416 eV
LUMO level: 0.81 eV
Highest occupied orbital energy: -9.23 eV

Here are the Löwdin charges for atoms 1 to 5, given in e:
1 O -0.21
2 N -0.13
3 C -0.25
4 C -0.10
5 H 0.14

***

Entry 7:
Molecular formula: C31H70N2O19S
Method: DFT, ωB97M-V with the def2-TZVPD basis set

```
123
Properties=species:S:1:pos:R:3
S 0.84 1.06 -0.32
O 0.88 1.88 -1.51
O 2.63 -1.43 5.05
O -4.44 2.39 -0.76
O 1.49 -0.31 -0.60
O 3.99 -1.90 3.32
O -0.46 0.93 0.26
O -0.38 4.47 3.78
O 1.27 5.98 4.54
O 1.61 1.78 0.74
O -1.67 4.07 -4.31
O 2.79 -5.28 -2.40
O -2.44 4.19 -2.10
O -2.79 1.15 4.25
O 3.39 -3.36 -3.46
O -1.25 -3.22 -2.69
O 0.44 -4.43 2.75
O 0.16 -1.76 -3.65
O -1.47 -3.31 3.21
O -2.69 3.14 0.56
N -0.62 3.88 0.46
N 2.55 0.19 -3.13
C 2.99 -1.25 3.87
C -0.79 -4.36 -3.62
C -0.62 3.13 -3.96
C 5.45 -3.79 3.04
C -0.39 -3.46 2.54
C 1.98 4.22 3.08
C 0.35 2.94 -5.14
C -2.01 0.20 3.93
C -2.35 -1.28 4.20
C 0.40 -5.22 4.02
C -0.68 -2.01 -2.86
C -1.43 5.12 4.45
C -0.05 -2.50 1.42
C -5.28 3.41 -0.44
C 3.60 -4.01 -4.72
C 4.68 -3.05 4.02
C 3.88 -3.04 -5.89
C -2.50 4.50 -3.28
C -1.99 -4.98 -4.19
C -2.71 4.65 3.66
C -3.37 5.65 -3.83
C 0.99 4.95 3.88
C 2.47 -0.07 2.92
C 2.81 -3.14 -1.15
C 3.03 -3.95 -2.38
C -0.80 0.49 3.04
C -2.34 1.22 -0.87
C -1.39 -1.04 -2.10
C 1.23 -6.43 3.86
C -5.84 4.16 -1.67
C -3.13 2.40 -0.31
H -2.48 -1.10 -2.17
H -2.56 -4.27 -4.76
H -2.69 5.02 2.73
H -0.62 -2.84 0.53
H 1.99 3.12 3.45
H 0.73 3.81 -5.69
H -1.68 1.67 -1.71
H -1.14 0.00 -2.38
H 5.15 -2.61 4.92
H -0.31 -1.62 1.55
H 1.59 0.50 -3.47
H 5.95 -4.53 3.62
H 3.06 0.02 -3.78
H -1.43 6.20 4.55
H -1.37 -1.77 4.58
H 2.70 4.91 3.23
H 0.11 0.79 3.70
H -3.43 4.93 4.24
H -6.31 3.40 -2.36
H -1.85 0.74 -0.05
H 2.07 -0.39 1.96
H -2.99 -1.57 5.00
H -2.65 -5.66 -3.53
H 1.45 4.22 2.23
H 0.86 -4.56 4.74
H -3.23 6.50 -3.09
H 4.26 -3.64 -6.87
H 3.34 -2.27 -1.22
H 6.04 -3.06 2.48
H -1.48 3.72 0.00
H 3.15 -3.75 -0.39
H 0.66 -7.02 3.15
H 1.26 2.26 -4.93
H 0.24 3.81 -0.01
H 2.89 -2.49 -5.95
H -0.59 -5.30 4.26
H -1.04 1.18 2.25
H -0.58 3.29 1.33
H 1.91 -2.64 -1.14
H -4.93 4.09 0.30
H -2.86 3.53 3.60
H 4.88 -4.13 2.33
H 2.32 -6.37 3.61
H 2.31 -0.73 -2.79
H -0.10 2.57 -6.04
H -6.63 4.85 -1.31
H 2.98 0.81 -2.54
H -5.22 4.76 -2.22
H 4.48 -4.49 -4.45
H 2.89 -4.77 -4.98
H -0.36 -0.42 2.68
H -0.06 -5.13 -2.96
H -4.45 5.38 -3.62
H -2.90 0.44 -1.22
H -1.38 4.74 5.55
H 1.49 -0.01 3.60
H -3.17 6.04 -4.77
H 1.24 -7.09 4.63
H 2.86 0.85 2.69
H -1.33 -0.97 -1.19
H -2.77 -1.86 3.29
H 3.76 -3.61 4.59
H 1.04 -2.73 1.36
H -0.59 4.81 0.85
H -1.74 -5.46 -5.12
H 4.66 -2.32 -5.41
H -0.05 -3.99 -4.35
H -1.11 2.23 -3.73
H -5.99 3.03 0.16
H -0.25 3.43 -3.14
```

Properties
Charge: 0
Frontier orbital gap: 0.2724 Eh
Energy above the lowest of the compared OMol25 structures with the same formula, charge and spin: 1.145 eV
LUMO level: -0.29 eV
Highest occupied orbital energy: -7.70 eV

Here are the Löwdin charges for atoms 1 to 5, given in e:
1 S 0.26
2 O -0.37
3 O 0.04
4 O 0.03
5 O -0.41

***

Entry 8:
Molecular formula: C31H38HgN4O2S2
Method: DFT, ωB97M-V with the def2-TZVPD basis set

```
78
Properties=species:S:1:pos:R:3
Hg 5.11 -2.21 19.04
S 9.45 -2.17 19.69
S 7.77 -3.56 18.00
O 5.21 -0.38 20.58
O 8.00 2.45 19.24
N 3.56 -1.57 16.84
N 3.34 -3.50 18.83
N 7.03 -1.33 19.00
N 7.21 -0.08 19.50
C 2.79 -4.32 19.77
C 2.74 -2.54 16.72
C 1.52 0.77 17.33
C 0.47 -0.26 17.70
C 3.38 -0.48 15.95
C 4.02 0.47 13.81
C 1.59 -4.45 17.87
C 6.19 0.32 20.28
C 6.65 -0.94 15.75
C 8.01 -4.42 19.58
C 4.79 -5.11 20.98
C 2.63 -3.50 17.72
C 8.12 -2.01 18.60
C 6.33 1.68 20.85
C 9.31 -3.94 20.08
C 2.34 1.01 18.62
C 7.18 3.97 20.82
C 5.46 3.33 22.40
C 4.27 -0.42 14.86
C 5.49 -1.36 14.80
C 5.55 2.02 21.94
C 3.43 -4.49 21.16
C 2.43 0.52 16.10
C 5.30 -2.88 14.90
C 2.29 1.43 15.03
C 3.47 -3.12 21.95
C 7.25 2.67 20.38
C 2.98 1.35 13.90
C 1.74 -5.01 19.12
C 2.61 -5.42 22.04
C 6.23 4.33 21.81
H 2.83 -5.50 23.10
H 1.56 2.22 15.18
H 4.90 1.21 22.19
H 4.82 3.54 23.22
H 0.92 1.64 17.13
H 6.98 0.16 15.64
H 4.66 -6.04 20.42
H 0.93 -0.99 18.39
H 3.64 -3.36 22.99
H 5.64 -3.27 15.90
H 5.51 -4.48 20.44
H 4.39 -2.55 21.64
H 3.26 1.61 18.52
H 8.00 -5.50 19.48
H 7.54 -1.51 15.56
H 4.66 0.40 12.95
H 5.26 -5.16 21.97
H 6.45 -1.21 16.80
H 0.88 -4.62 17.12
H 10.15 -4.47 19.62
H 2.79 1.99 13.04
H 2.54 -2.55 21.88
H 5.83 -1.24 13.77
H 6.06 5.30 22.19
H 2.74 -6.42 21.66
H -0.35 0.17 18.25
H 1.20 -5.79 19.74
H 1.55 -5.19 21.89
H 9.52 -4.05 21.16
H 5.95 -3.45 14.17
H 0.06 -0.80 16.83
H 7.76 4.72 20.32
H 7.25 -4.09 20.30
H 1.76 1.34 19.53
H 4.29 -3.23 14.61
H 2.72 -0.01 18.90
H 8.01 1.45 19.13
H 2.02 -2.48 15.93
```

Properties
Charge: -1
Spin multiplicity: 2
Frontier orbital gap (alpha / beta): 0.2086 / 0.2582 Eh
LUMO level (alpha / beta): 2.60 / 2.59 eV
Highest occupied orbital energy (alpha / beta): -3.07 / -4.43 eV
⟨S²⟩: 0.760

Here are the Löwdin charges for atoms 1 to 5, given in e:
1 Hg 1.26
2 S 0.82
3 S 0.80
4 O -0.13
5 O 0.01

***

Entry 9:
Molecular formula: C5H11NO
Method: DFT, ωB97M-V with the def2-TZVPD basis set

```
18
Properties=species:S:1:pos:R:3
O 1.09 -1.49 -0.03
N 1.25 0.79 -0.10
C -1.63 1.11 -0.16
C 2.66 0.67 -0.39
C -1.80 -1.34 0.55
C -0.94 -0.20 0.09
C 0.40 -0.30 -0.01
H -1.01 1.76 -0.79
H -1.23 -2.25 0.79
H 3.27 0.67 0.53
H -2.58 -1.61 -0.18
H 2.83 -0.27 -0.92
H 0.99 1.56 0.50
H -2.57 0.94 -0.68
H -2.33 -1.05 1.47
H 0.49 -2.14 -0.41
H -1.87 1.65 0.77
H 2.99 1.51 -1.01
```

Properties
Charge: 0
SMILES: CNC(O)=C(C)C
Frontier orbital gap: 0.2980 Eh
Energy above the lowest of the compared OMol25 structures with the same formula, charge and spin: 1.386 eV
LUMO level: 0.83 eV
Highest occupied orbital energy: -7.28 eV

Here are the Löwdin charges for atoms 1 to 5, given in e:
1 O 0.05
2 N -0.02
3 C -0.08
4 C -0.10
5 C -0.08

***

| no. | electronic energy (eV) | strongest force on any atom (hartree/bohr) |
| --- | --- | --- |
| 1 | -16592.24901 | 0.066 |
| 2 | -12987.74070 | 0.026 |
| 3 | -34239.70654 | 0.079 |
| 4 | -145999.59665 | 0.014 |
| 5 | -62002.35247 | 0.027 |
| 6 | -5755.10701 | 0.152 |
| 7 | -85985.41007 | 0.270 |
| 8 | -68663.43426 | 0.074 |
| 9 | -8900.31097 | 0.007 |